1.
This record from OMol25 describes a single C17H15N3O3S3 molecule in a non-equilibrium geometry. The level of theory is the ωB97M-V functional and the def2-TZVPD basis.

Structure (SMILES): C/C(=N\NC(=O)c1ccc(NS(=O)(=O)c2cccs2)cc1)c1cccs1
Orbital gap in Ha: 0.3060
E_LUMO in eV: 0.0
Energy above the lowest of the compared OMol25 structures with the same formula, charge and spin in eV: 1.526

Positions of all 41 atoms, in Å:
C1 -5.63131 -1.32978 0.84841
C2 -4.46562 -0.51685 0.35005
N1 -3.27978 -0.97646 0.17987
N2 -2.97478 -2.25202 0.43631
C3 -1.72774 -2.81824 0.32606
O1 -1.59191 -3.96401 0.71579
C4 -0.61839 -2.02440 -0.24391
C5 -0.78552 -0.96666 -1.13430
C6 0.31337 -0.29640 -1.63067
C7 1.60376 -0.67335 -1.26043
N3 2.70276 0.00846 -1.76352
S1 4.16487 0.19272 -0.96801
O2 4.88673 1.14182 -1.75521
O3 4.73693 -1.08339 -0.68920
C8 3.69419 0.96177 0.55292
C9 3.63329 2.30004 0.79700
C10 3.18113 2.58148 2.10260
C11 2.90862 1.45058 2.80893
S2 3.19882 0.02142 1.90014
C12 1.77839 -1.75201 -0.39444
C13 0.67694 -2.41603 0.09996
C14 -4.63562 0.87520 0.02256
C15 -5.75171 1.67170 0.05321
C16 -5.49708 2.99345 -0.35708
C17 -4.19552 3.19429 -0.69466
S3 -3.24774 1.77308 -0.52083
H1 -6.52525 -0.72388 0.93393
H2 -5.83450 -2.15281 0.16197
H3 -5.40327 -1.74797 1.82989
H4 -3.67579 -2.88364 0.82839
H5 -1.77234 -0.66308 -1.43996
H6 0.17696 0.52468 -2.31959
H7 2.50675 0.78079 -2.38017
H8 3.91935 3.03444 0.06728
H9 3.06857 3.57564 2.49473
H10 2.55256 1.37417 3.81697
H11 2.77655 -2.06872 -0.13975
H12 0.79970 -3.25763 0.76439
H13 -6.72791 1.33642 0.35334
H14 -6.25127 3.75883 -0.39830
H15 -3.73449 4.09867 -1.03887

Forces on the atoms, in the same order (eV/Å):
0.296 0.028 -0.086
0.234 -1.037 0.207
-0.073 0.778 -0.055
-1.058 -0.682 0.392
0.000 -0.189 0.080
0.073 0.076 -0.015
0.348 0.073 -0.099
0.087 -0.068 -0.035
0.288 0.037 -0.076
-0.431 -0.513 0.417
0.935 0.174 -0.134
-0.377 0.566 -0.092
-0.208 0.156 0.001
-0.305 -0.084 0.172
0.192 -0.589 -0.250
0.086 -0.066 -0.216
-0.041 -0.065 0.037
0.087 -0.408 -0.243
0.033 0.529 0.275
-0.090 -0.035 -0.118
-0.277 0.065 -0.002
0.112 0.967 -0.277
0.275 -0.550 0.086
0.212 0.371 -0.142
0.091 -0.264 0.020
-0.539 0.117 0.132
-0.064 -0.009 0.023
-0.051 -0.064 -0.001
-0.044 -0.048 0.054
0.263 0.140 -0.122
0.065 0.021 -0.053
-0.035 0.108 -0.079
0.119 0.146 -0.025
0.067 0.157 -0.150
-0.023 0.155 0.096
-0.079 -0.018 0.222
0.000 -0.137 0.030
0.012 -0.077 0.043
-0.144 -0.131 0.068
-0.094 0.151 -0.016
0.060 0.220 -0.067

***

2.
This record from OMol25 describes a molecular structure, C17H16Br2OZn in a non-equilibrium geometry. The level of theory is the ωB97M-V functional and the def2-TZVPD basis.

Orbital gap in Ha: 0.2529
E_LUMO in eV: -1.1

Positions of all 37 atoms, in Å:
C1 3.36354 -0.04083 1.65312
O1 2.00205 0.36097 1.36932
C2 1.12365 -0.56162 0.81006
C3 -0.29914 -0.22200 1.23072
C4 -1.20883 -1.26679 1.47486
C5 -2.55549 -0.96802 1.70916
C6 -2.96081 0.35922 1.82758
C7 -2.02941 1.39450 1.73658
C8 -0.68126 1.11531 1.49130
H1 3.88547 0.91309 1.67384
H2 3.42536 -0.50602 2.64285
H3 3.79795 -0.68143 0.88142
H4 1.41069 -1.65525 0.93218
H5 -0.85626 -2.30146 1.40666
H6 -3.28394 -1.77137 1.72415
H7 -4.01231 0.60500 1.82390
H8 -2.32979 2.43397 1.78055
H9 0.08893 1.90156 1.47705
Br1 -2.12532 -3.64081 -4.44332
Zn1 -1.17717 -1.92419 -5.68615
Br2 0.60161 -0.47850 -6.03600
C9 1.03040 -2.78284 -2.04704
C10 0.30763 -1.82332 -1.32673
C11 1.18418 -0.71119 -0.98774
C12 2.48740 -1.03492 -1.64357
C13 2.38464 -2.27483 -2.29434
C14 3.41340 -2.77126 -3.12027
C15 4.58114 -2.02500 -3.22255
C16 4.69137 -0.75419 -2.59364
C17 3.59979 -0.22590 -1.86771
H10 0.62646 -3.67851 -2.54260
H11 -0.71468 -1.96651 -0.94652
H12 0.87768 0.34298 -1.03064
H13 3.31810 -3.75090 -3.59774
H14 5.46681 -2.43612 -3.69087
H15 5.65688 -0.18027 -2.62448
H16 3.64717 0.74553 -1.37220

Forces on the atoms, in the same order (eV/Å):
-0.756 0.451 -0.165
0.350 -0.415 -0.472
0.722 -2.233 -1.418
0.453 -0.183 0.781
-0.035 0.546 -0.473
0.438 0.064 -0.036
0.209 0.104 -0.743
0.601 -0.245 -0.092
0.094 -0.682 -0.418
0.304 -0.140 0.058
-0.086 -0.083 -0.184
-0.210 0.016 0.065
-0.354 1.268 0.992
-0.242 0.374 -0.058
0.039 0.076 0.226
-0.115 -0.043 0.386
-0.149 -0.070 0.225
-0.557 -0.391 -0.188
0.171 0.734 -0.719
0.806 -0.192 0.852
-0.935 -0.557 -0.048
-1.399 1.412 0.374
0.369 -2.446 -1.381
0.232 1.991 2.929
0.199 0.428 -0.495
-0.158 -0.116 -0.358
-0.255 0.109 0.710
0.208 0.831 0.821
-0.040 0.134 0.156
0.698 -0.581 0.281
0.161 0.366 0.662
0.616 0.227 -0.467
-0.255 -0.365 -1.175
0.033 0.385 0.106
-0.152 0.037 -0.278
-1.149 -0.663 -0.169
0.144 -0.147 -0.287

***

3.
This record from OMol25 describes a molecular structure, C17H16BrCl3FeN2O2SSi in a non-equilibrium geometry. The level of theory is the ωB97M-V functional and the def2-TZVPD basis.

Orbital gap (alpha / beta) in Ha: 0.2470 / 0.2463
E_LUMO (alpha / beta) in eV: -1.2 / -1.3
2S+1: 5

Positions of all 44 atoms, in Å:
Fe1 -14.75914 -6.78137 6.58173
C1 -13.74333 -1.69850 2.26401
Si1 -14.10051 -3.55798 2.59772
C2 -13.45734 -4.79741 1.36867
C3 -15.95734 -3.75398 2.31664
C4 -13.25287 -4.11772 4.26151
C5 -12.34156 -3.33538 4.96291
C6 -11.89667 -3.64378 6.30000
C7 -12.48250 -4.68705 6.88706
N1 -13.29320 -5.52948 6.25625
C8 -13.68262 -5.30394 4.93523
S1 -14.73453 -6.47885 4.28548
H1 -13.95844 -1.48619 1.19010
H2 -12.65328 -1.44296 2.38203
H3 -14.29470 -1.01284 2.95348
H4 -14.38304 -5.44377 1.18693
H5 -12.61318 -5.31992 1.76791
H6 -13.15065 -4.31785 0.38668
H7 -16.48160 -2.79289 2.40809
H8 -16.45017 -4.46931 3.11025
H9 -16.15105 -4.22016 1.35450
H10 -11.82850 -2.51157 4.48327
H11 -11.10768 -2.98982 6.71088
H12 -12.29358 -4.96382 7.95187
Br1 -20.74599 -6.07983 6.08176
C9 -19.78595 -4.92717 7.20771
C10 -20.69920 -3.97976 7.75099
C11 -20.24510 -2.98625 8.61798
C12 -18.92774 -3.11919 9.09821
C13 -18.08870 -4.02361 8.54362
C14 -18.45951 -4.94579 7.53051
C15 -17.37120 -5.77480 6.85444
O1 -17.68129 -6.74466 6.12399
O2 -16.18962 -5.47958 7.29736
H13 -21.75163 -3.98951 7.42028
H14 -20.89136 -2.18948 9.06641
H15 -18.56486 -2.42652 9.96144
H16 -17.05602 -3.94399 8.87655
Cl1 -16.42574 -11.49307 8.49109
C16 -14.95164 -10.53582 8.95754
Cl2 -13.44578 -11.47697 8.52702
Cl3 -15.00282 -9.77936 10.63181
C17 -14.77805 -9.43662 8.06017
N2 -14.70267 -8.53436 7.35270

Forces on the atoms, in the same order (eV/Å):
-1.917 1.095 -0.076
1.100 -0.033 0.115
0.132 0.210 -0.031
-0.958 0.548 -1.746
-1.116 -0.832 2.597
-0.760 0.568 0.411
0.636 -0.785 0.652
0.654 2.215 -2.494
0.187 -1.510 2.442
-0.333 0.411 -1.940
1.068 1.058 0.956
-0.080 -0.363 -0.378
-0.189 -0.033 0.820
-0.877 -0.279 -0.034
0.210 -0.578 -0.705
1.702 0.429 0.128
0.354 -0.674 0.046
-0.411 -0.602 0.999
0.038 -0.252 -0.170
0.938 1.319 -1.453
0.055 0.169 -0.156
-0.369 0.287 -0.103
-0.739 -0.656 0.177
-0.047 0.351 -0.911
0.333 -0.781 -0.661
-2.073 0.733 0.320
0.301 0.999 0.113
-0.266 -0.484 0.858
-0.701 2.175 1.570
1.351 -0.427 -0.337
0.857 0.825 0.108
-0.977 -1.763 0.637
0.993 1.692 0.970
0.403 -0.847 -0.904
0.781 -0.049 0.198
0.430 -0.954 -0.715
-0.591 -1.270 -1.821
-0.108 -0.550 -0.283
1.142 0.870 0.723
0.185 -0.860 0.269
-0.735 0.035 0.996
0.055 -1.189 -1.355
-0.763 1.601 -1.131
0.104 -1.818 1.299

***

4.
This record from OMol25 describes a molecular structure, C17H16Cl2N2O3 in a non-equilibrium geometry. The level of theory is the ωB97M-V functional and the def2-TZVPD basis.

Orbital gap in Ha: 0.2667
E_LUMO in eV: -1.1
Energy above the lowest of the compared OMol25 structures with the same formula, charge and spin in eV: 18.786

Positions of all 40 atoms, in Å:
C1 0.97198 -1.62154 1.16680
H1 1.63766 -2.53667 0.86887
H2 1.76688 -0.68885 1.07429
H3 0.52410 -1.75051 2.03937
C2 -0.12366 -1.58877 -0.14196
N1 -0.97105 -0.29515 0.29472
C3 -0.83184 0.85731 -0.19336
O1 -1.42800 1.97919 -0.19435
C4 0.24009 1.10881 -1.58825
H4 -0.02125 0.46960 -2.36876
H5 0.31470 2.34267 -1.73610
O2 1.47490 0.67243 -1.25404
C5 2.57870 1.27384 -1.02475
O3 2.46952 2.73693 -0.95519
C6 3.81555 0.74657 -0.65322
C7 3.90517 -0.64889 -0.50665
C8 5.22922 -1.31483 -0.18230
N2 6.16009 -0.48713 0.30550
C9 6.15062 0.98093 0.24845
C10 4.84968 1.58319 0.07037
H6 4.73120 2.60112 -0.05568
Cl1 7.27133 1.83996 1.06533
Cl2 5.45310 -2.72706 -0.26508
H7 3.12386 -1.19346 -0.83611
C11 -1.95232 -0.08265 1.02666
C12 -3.25395 -0.11740 0.67362
C13 -3.65129 -0.96020 -0.50977
C14 -4.90137 -0.51516 -1.06354
C15 -5.98737 0.01760 -0.25586
C16 -5.55789 0.65015 0.89238
C17 -4.30290 0.70515 1.29120
H8 -4.10010 1.07638 2.13633
H9 -6.31071 1.30715 1.36155
H10 -6.92594 0.00410 -0.79941
H11 -5.20900 -1.23858 -1.95800
H12 -2.86966 -1.14185 -1.00057
H13 -1.82515 -1.18962 1.63975
H14 -1.79272 0.59421 2.23322
H15 -0.85691 -2.21762 0.03056
H16 0.20471 -1.23139 -0.87601

Forces on the atoms, in the same order (eV/Å):
4.237 0.218 -8.200
-1.087 1.391 1.059
-2.550 -2.233 0.481
-2.004 -0.362 3.774
-1.612 2.333 15.871
7.007 -1.311 -5.634
3.954 9.236 -9.798
0.098 -3.705 2.408
-1.534 4.358 3.211
-1.082 -0.477 -1.688
-0.654 -3.641 0.127
3.931 -4.067 0.418
-3.413 12.688 0.427
0.957 -8.052 -0.652
3.524 -2.755 3.997
4.503 1.926 -0.316
-4.121 18.024 1.524
1.709 2.268 -0.926
-7.068 -4.267 0.512
1.338 -3.792 -3.734
-0.281 2.072 0.337
2.215 0.789 0.761
2.158 -14.531 -0.785
-2.404 -2.074 -1.061
-3.167 -4.637 16.483
-8.396 0.083 -3.610
-6.136 7.564 5.978
-1.506 -5.028 0.152
3.360 -0.824 -3.042
-4.640 1.292 -0.938
3.484 -5.476 -5.353
1.846 3.598 6.181
0.438 -0.580 0.336
-0.245 0.436 0.855
0.436 2.229 1.342
5.760 -2.736 -4.612
-1.174 1.909 -0.096
-0.124 -1.339 -3.822
-2.935 -4.097 -0.393
5.176 3.570 -11.571

***

5.
This record from OMol25 describes a molecular structure, C17H16Cl2N4O8Os in a non-equilibrium geometry. The level of theory is the ωB97M-V functional and the def2-TZVPD basis.

Charge: +2
Orbital gap (alpha / beta) in Ha: 0.1810 / 0.1853
E_LUMO (alpha / beta) in eV: -10.1 / -10.0
Energy above the lowest of the compared OMol25 structures with the same formula, charge and spin in eV: 0.603

Positions of all 48 atoms, in Å:
Os1 -0.15149 1.35667 0.60519
N1 0.36091 3.01658 1.85523
C1 1.77438 3.48619 1.65919
C2 1.98290 4.08280 0.27621
C3 2.03129 3.05599 -0.84423
N2 0.70199 2.39081 -1.03477
H1 -0.25670 3.81415 1.70574
H2 0.24357 2.76206 2.83561
H3 2.43382 2.62752 1.80466
H4 2.01928 4.22509 2.42050
H5 2.93370 4.61579 0.28091
H6 1.20551 4.82744 0.06798
H7 2.77183 2.28391 -0.62794
H8 2.31928 3.54750 -1.77246
H9 0.77806 1.71400 -1.79562
H10 0.03508 3.09091 -1.36039
Cl1 -6.31278 -1.51717 3.07162
C4 -4.75767 -0.92221 2.83186
C5 -3.69904 -1.37590 3.62192
C6 -2.41731 -0.92359 3.38686
Cl2 -1.12376 -1.43891 4.34165
C7 -2.15724 -0.00967 2.31852
O1 -0.95591 0.35057 2.06899
C8 -3.26106 0.49673 1.57598
C9 -3.07062 1.50319 0.57153
O2 -2.00751 2.08104 0.25654
C10 -4.53522 0.04082 1.82219
H11 -3.88121 -2.07765 4.42486
H12 -3.96874 1.81124 0.03165
H13 -5.37133 0.40870 1.23959
O3 -1.26529 -1.89347 0.29947
C11 -0.45411 -1.42127 -0.44534
O4 -0.36618 -0.07610 -0.66170
C12 0.53818 -2.18524 -1.23935
C13 0.17754 -3.31685 -1.95935
C14 1.12896 -3.90223 -2.77084
C15 2.42251 -3.43183 -2.87894
C16 2.74247 -2.30608 -2.14805
C17 1.82671 -1.67833 -1.33715
N3 4.08570 -1.70348 -2.26118
O5 4.97548 -2.39570 -2.67741
O6 4.18499 -0.53484 -1.92405
N4 0.72843 -5.06310 -3.60136
O7 1.61520 -5.67985 -4.13850
O8 -0.45832 -5.28772 -3.67977
H14 -0.82049 -3.72906 -1.90744
H15 3.14453 -3.92125 -3.51837
H16 2.12965 -0.79822 -0.79025

Forces on the atoms, in the same order (eV/Å):
-2.082 -1.020 1.202
0.279 0.143 -0.189
0.129 0.101 -0.045
-0.124 -0.199 -0.005
0.009 0.158 0.076
0.029 0.288 0.086
-0.023 0.007 0.035
-0.006 -0.056 -0.015
-0.019 -0.014 0.080
-0.082 -0.014 0.069
-0.019 0.029 -0.009
0.084 0.066 0.011
-0.028 -0.061 -0.050
-0.018 -0.093 -0.072
-0.042 -0.021 -0.012
-0.008 -0.009 -0.109
-0.329 -0.119 0.113
0.368 0.627 -0.662
0.038 0.124 -0.079
0.136 0.368 -0.393
0.210 -0.160 0.162
-0.937 -0.306 0.613
1.717 0.745 -0.566
0.524 0.168 -0.517
-0.504 -0.564 0.386
1.037 0.038 -0.474
-0.637 -0.577 0.438
-0.009 -0.039 -0.028
0.086 0.319 0.036
-0.021 -0.034 0.071
-0.122 0.299 -0.123
0.259 -0.548 0.208
0.007 0.195 0.047
0.161 0.184 -0.333
-0.080 -0.007 0.154
-0.038 0.010 0.010
0.152 -0.090 -0.045
-0.014 -0.011 0.040
-0.137 0.109 -0.025
0.047 -0.008 0.014
-0.010 -0.044 -0.071
-0.023 0.032 0.078
-0.024 -0.058 -0.010
0.059 -0.002 -0.026
-0.025 -0.011 0.058
-0.010 0.011 -0.058
-0.007 0.003 -0.005
0.044 0.042 -0.065

***

6.
This record from OMol25 describes a single C17H16ClN3O2 molecule in a non-equilibrium geometry. The level of theory is the ωB97M-V functional and the def2-TZVPD basis.

Structure (SMILES): CCn1cccc(NCc2cc3cc(Cl)ccc3[nH]c2=O)c1=O
Orbital gap in Ha: 0.2564
E_LUMO in eV: -0.3
Energy above the lowest of the compared OMol25 structures with the same formula, charge and spin in eV: 4.068

Positions of all 39 atoms, in Å:
C1 3.59328 2.93984 3.01497
C2 2.22933 3.63459 3.19441
N1 1.50346 3.55983 1.94800
C3 1.83398 4.40948 0.93820
C4 1.30162 4.34585 -0.34571
C5 0.24063 3.30520 -0.55545
C6 -0.13886 2.37750 0.41634
N2 -1.05655 1.30089 0.00776
C7 -1.01384 -0.07692 0.66183
C8 -1.35356 -1.13941 -0.37095
C9 -0.98448 -2.51346 -0.08504
C10 -1.20862 -3.54266 -1.10040
C11 -0.71465 -4.88870 -0.81466
C12 -0.86667 -5.92110 -1.85687
Cl1 -0.13800 -7.51039 -1.57139
C13 -1.57879 -5.57145 -3.05648
C14 -2.16977 -4.33910 -3.23197
C15 -1.91476 -3.28565 -2.34619
N3 -2.38728 -1.99857 -2.44852
C16 -2.02235 -0.94587 -1.68926
O1 -2.43731 0.15379 -2.01310
C17 0.48540 2.60825 1.80369
O2 0.34166 1.68309 2.64542
H1 3.48138 1.87015 2.83040
H2 4.20113 3.07301 3.98183
H3 4.20351 3.43600 2.28181
H4 1.73259 3.27552 4.04040
H5 2.43412 4.64176 3.46411
H6 2.28192 5.38805 1.14411
H7 1.81068 5.10063 -0.97074
H8 -0.12374 3.31046 -1.58562
H9 -1.67980 1.47283 -0.80160
H10 -1.74860 -0.01378 1.47199
H11 -0.16375 -0.34775 1.18170
H12 -0.59970 -2.69203 0.88982
H13 -0.28233 -4.98737 0.16141
H14 -1.60222 -6.34226 -3.79107
H15 -2.64570 -4.10612 -4.13503
H16 -2.84338 -1.66412 -3.30818

Forces on the atoms, in the same order (eV/Å):
0.481 0.171 2.402
2.137 -0.301 -0.848
-2.049 -0.039 -0.233
-1.079 1.338 -2.214
-0.335 -1.395 2.983
1.647 1.057 -0.217
-0.119 1.108 -1.663
2.431 1.168 2.233
-3.453 2.334 -2.093
1.357 -4.932 0.347
-2.023 4.194 -2.675
0.387 -2.214 0.112
-1.613 0.382 -3.477
-0.098 2.814 1.720
-0.585 0.929 -0.409
1.231 -0.957 2.252
1.341 0.705 0.881
0.816 -0.652 2.835
-0.020 -0.768 -1.873
-0.211 1.467 2.458
-0.227 0.940 -0.780
0.247 -4.163 -0.699
-0.054 2.029 -0.482
0.061 0.165 -0.159
-0.938 -0.373 -1.167
0.017 0.020 -0.690
-1.249 -1.138 0.733
0.021 1.258 -0.273
0.683 -0.851 0.566
-1.313 -0.724 -0.411
-0.215 -0.634 0.355
0.845 -0.540 0.903
-0.365 -0.516 -0.192
2.319 0.057 0.457
0.521 -0.626 0.470
0.374 -0.680 0.089
-0.368 -0.284 -0.606
-0.804 0.110 -1.197
0.205 -0.459 0.563

***

Question: Number 3 is which compound?
Answer: C17H16BrCl3FeN2O2SSi